No. 1
ORCA calculation (ωB97M-V/def2-TZVPD) on a cluster of 2 separate species, C17H19NO in total in a non-equilibrium geometry.

Computed properties:
ΔE to the lowest compared entry with this formula, charge and spin ... 198.41 kJ/mol
Calculated total energy ... -789.16154 Ha
E_LUMO ... 0.713 eV
Strongest force on any atom ... 2.33 eV/A

Geometry as ORCA input:
```
! RIJCOSX wB97M-V def2-TZVPD def2/J DEFGRID3
* xyz 0 1
C -0.100 2.107 0.515
C -0.177 1.167 2.895
C 0.542 1.910 1.864
C 0.770 0.802 3.856
C 1.843 1.885 2.230
C -1.901 0.268 4.297
C -0.909 -0.194 5.187
C -1.537 0.939 3.154
C 0.427 0.054 4.984
N 2.003 1.230 3.438
H -2.945 0.057 4.490
H -1.283 -0.723 6.059
H -2.204 1.286 2.389
H 1.206 -0.393 5.576
H 0.537 1.803 -0.307
H -0.163 3.185 0.329
H 2.632 2.495 1.821
H 2.699 1.472 4.122
H -1.045 1.578 0.488
C 0.353 -3.502 -3.444
C 0.592 -4.145 -2.077
C 0.048 -2.021 -3.450
C -0.052 -1.196 -2.319
C -0.084 -1.390 -4.685
C -0.397 0.134 -2.429
C -0.426 -0.055 -4.813
C -0.486 0.739 -3.675
O -0.635 2.079 -3.855
H 1.161 -3.698 -4.145
H -0.577 -3.992 -3.739
H 1.638 -4.380 -1.867
H 0.003 -1.765 -1.403
H 0.144 -1.912 -5.610
H -0.513 0.773 -1.569
H -0.520 0.425 -5.775
H -0.888 2.564 -3.057
H 0.041 -5.078 -1.949
H 0.224 -3.610 -1.208
*
```

These are the natural (NBO) partial charges, in e, on atoms 1 to 4: -0.6381, -0.0925, -0.0880, 0.1426


No. 2
ORCA calculation (ωB97M-V/def2-TZVPD) on the molecule C4H5NO2.

Computed properties:
ΔE to the lowest compared entry with this formula, charge and spin ... 58.95 kJ/mol
Calculated total energy ... -360.64697 Ha
E_LUMO ... 0.697 eV
Strongest force on any atom ... 0.58 eV/A

Geometry as ORCA input:
```
! RIJCOSX wB97M-V def2-TZVPD def2/J DEFGRID3
* xyz 0 1
O 1.046 -2.233 0.005
C 0.762 -1.100 0.253
C 0.893 0.114 -0.620
C -0.527 0.689 -0.818
N -1.374 0.584 0.355
C -0.938 -0.001 1.378
O 0.189 -0.785 1.478
H 1.518 0.845 -0.093
H 1.377 -0.151 -1.563
H -1.017 0.232 -1.685
H -0.467 1.761 -1.019
H -1.460 0.046 2.330
*
```

These are the natural (NBO) partial charges, in e, on atoms 1 to 4: -0.5109, 0.7995, -0.5486, -0.2426


No. 3
ORCA calculation (ωB97M-V/def2-TZVPD) on the molecule C2H4O2P2 in a non-equilibrium geometry.

Computed properties:
ΔE to the lowest compared entry with this formula, charge and spin ... 72.12 kJ/mol
Calculated total energy ... -911.78207 Ha
E_LUMO ... -0.025 eV
Strongest force on any atom ... 4.64 eV/A

Geometry as ORCA input:
```
! RIJCOSX wB97M-V def2-TZVPD def2/J DEFGRID3
* xyz 0 1
C 1.917 -0.038 -1.217
C -0.618 0.043 0.581
O 0.989 -2.405 0.138
O 2.317 -0.038 1.232
P 3.057 0.510 -0.068
P 0.914 -0.954 0.013
H 1.723 -0.051 -2.310
H -0.234 1.016 0.632
H -1.274 -0.306 -0.193
H -0.709 -0.299 1.660
*
```

These are the natural (NBO) partial charges, in e, on atoms 1 to 4: -1.2460, -0.9332, -0.9971, -1.0624


No. 4
ORCA calculation (ωB97M-V/def2-TZVPD) on a structure of composition C26H64B2F6MgNO16S2 in a non-equilibrium geometry.

Computed properties:
ΔE to the lowest compared entry with this formula, charge and spin ... 713.00 kJ/mol
Calculated total energy ... -3932.51426 Ha
E_LUMO ... 1.739 eV
Strongest force on any atom ... 4.51 eV/A

Geometry as ORCA input:
```
! RIJCOSX wB97M-V def2-TZVPD def2/J DEFGRID3
* xyz -1 1
Mg 1.713 0.599 2.375
C 1.725 2.471 -6.425
F 0.444 2.440 -6.747
F 2.475 2.766 -7.477
F 1.870 3.384 -5.431
S 2.234 0.727 -5.637
O 0.972 0.091 -5.326
O 2.978 0.045 -6.729
N 3.454 1.292 -4.343
S 2.463 1.134 -2.984
O 1.205 1.854 -3.009
O 2.288 -0.239 -2.492
C 3.583 2.056 -1.646
F 4.541 1.143 -1.361
F 4.023 3.167 -2.217
F 2.985 2.373 -0.524
B 0.767 0.770 0.659
H 0.685 0.747 -0.416
H -0.096 1.262 1.081
H 0.898 -0.196 1.121
H 1.561 1.435 0.961
B 1.424 -0.943 3.847
H 1.053 -0.895 4.859
H 1.696 -1.958 3.601
H 0.696 -0.477 3.202
H 2.296 -0.308 3.835
C 0.304 -2.773 0.223
O 0.797 -3.971 0.915
C 1.767 -4.662 0.159
C 2.036 -6.121 0.569
O 1.069 -6.481 1.591
C 1.189 -7.895 2.085
C 0.716 -7.896 3.506
O -0.033 -6.698 3.796
C -1.055 -6.932 4.766
H -0.278 -3.091 -0.642
H 1.016 -2.140 -0.306
H -0.222 -2.151 0.948
H 2.649 -4.049 -0.025
H 1.349 -4.878 -0.824
H 3.056 -6.245 0.932
H 1.851 -6.888 -0.183
H 2.234 -8.205 2.097
H 0.715 -8.645 1.452
H 1.590 -7.791 4.148
H 0.187 -8.831 3.689
H -1.816 -7.663 4.492
H -1.679 -6.077 5.023
H -0.491 -7.214 5.655
C 1.561 5.806 -0.881
O 0.152 5.538 -0.599
C -0.034 4.243 -0.018
C -1.524 3.792 -0.052
O -2.468 4.799 0.437
C -3.735 4.228 0.616
C -4.576 5.294 1.222
O -4.515 5.185 2.632
C -5.180 6.163 3.320
H 2.163 6.082 -0.016
H 1.518 6.675 -1.537
H 2.016 4.987 -1.439
H 0.233 4.346 1.033
H 0.376 3.421 -0.605
H -1.572 2.907 0.583
H -1.744 3.559 -1.093
H -3.715 3.325 1.226
H -4.379 3.981 -0.228
H -5.621 5.286 0.915
H -4.248 6.264 0.848
H -6.250 6.018 3.168
H -4.774 7.133 3.033
H -5.047 6.177 4.401
C -0.978 1.671 3.642
O 0.385 1.854 3.354
C 0.845 3.067 3.815
C 2.439 2.917 3.945
O 2.960 2.070 2.888
C 4.308 1.555 3.096
C 4.567 0.586 1.994
O 3.402 -0.205 1.710
C 3.736 -1.300 0.777
H -1.573 2.584 3.630
H -1.193 1.202 4.603
H -1.344 1.081 2.802
H 0.496 3.319 4.817
H 0.568 3.936 3.218
H 2.437 2.503 4.953
H 2.939 3.884 4.005
H 4.207 1.105 4.084
H 5.107 2.298 3.103
H 5.393 -0.081 2.240
H 4.914 1.099 1.097
H 4.519 -1.843 1.306
H 4.208 -0.862 -0.103
H 3.010 -2.092 0.599
C -3.884 -4.802 -4.630
O -5.007 -4.062 -4.726
C -5.155 -2.791 -4.143
C -3.867 -1.796 -4.257
O -2.841 -2.252 -3.379
C -1.629 -1.545 -3.275
C -1.638 -0.044 -3.037
O -2.236 0.751 -4.173
C -2.334 2.092 -3.839
H -3.075 -4.424 -5.254
H -4.327 -5.682 -5.096
H -3.655 -4.799 -3.564
H -5.378 -3.058 -3.110
H -5.973 -2.374 -4.730
H -4.202 -0.782 -4.037
H -3.690 -1.792 -5.333
H -1.101 -1.645 -4.223
H -1.199 -1.952 -2.360
H -0.616 0.302 -2.881
H -2.144 0.225 -2.110
H -1.497 2.297 -3.170
H -3.266 2.388 -3.358
H -2.160 2.746 -4.693
*
```

These are the Mulliken partial charges, in e, on atoms 1 to 4: -1.9049, 0.7122, -0.2324, -0.2240